{
  "formula": "C5H4N4S",
  "method": "the ωB97M-V functional and the def2-TZVPD basis",
  "fmax_ev_per_a": 4.80,
  "relative_energy_kj_mol": 165.6,
  "lumo_energy_ev": 0.27,
  "gap_ev": 9.4,
  "species": ["N", "C", "N", "C", "N", "C", "S", "C", "N", "C", "H", "H", "H", "H"],
  "positions_angstrom": [[0.9972, 0.1823, 1.9982], [0.7089, 0.4136, 0.7009], [1.4872, 1.3703, 0.1639], [1.2013, 1.6005, -1.1538], [0.3239, 0.8510, -1.8372], [-0.4156, -0.0185, -1.1870], [-1.7731, -0.7726, -1.9473], [-2.0568, -1.5412, -0.3814], [-1.1010, -1.3522, 0.5374], [-0.1554, -0.3938, 0.0751], [1.8750, -0.3027, 2.2340], [0.2156, -0.1876, 2.6193], [1.5294, 2.4136, -1.7242], [-2.8369, -2.2627, -0.0977]],
  "atomic_forces_ev_per_a": [[-0.69, -1.39, 4.54], [3.74, 0.83, 1.63], [-1.33, 0.48, -2.32], [-1.62, -3.05, 1.55], [0.08, 1.87, -0.92], [0.79, 0.71, -2.87], [-0.50, -0.53, 1.10], [2.65, -0.30, 1.93], [-1.34, 0.55, -0.96], [-4.16, -1.97, -0.71], [-0.60, 0.81, -0.40], [1.44, 0.38, -1.60], [1.35, 1.08, -0.24], [0.19, 0.54, -0.72]]
}

{
  "formula": "C2H13N2O2",
  "method": "the ωB97M-V functional and the def2-TZVPD basis",
  "total_charge": 1,
  "fmax_ev_per_a": 5.36,
  "relative_energy_kj_mol": 206.0,
  "lumo_energy_ev": -3.03,
  "gap_ev": 10.5,
  "species": ["N", "C", "C", "N", "H", "H", "H", "H", "H", "H", "H", "H", "H", "H", "H", "O", "H", "H", "O"],
  "positions_angstrom": [[-0.0361, -0.0184, -1.0000], [-0.3562, 0.2323, 0.4488], [0.4239, -0.8520, 1.1775], [-0.4245, -2.1558, 1.1877], [-0.3908, -1.0092, -1.0971], [0.9604, 0.1935, -1.1349], [-0.6390, 0.5879, -1.5861], [-1.4469, 0.3387, 0.2923], [-0.1396, 1.3423, 0.7599], [0.7969, -0.3101, 2.0605], [1.2748, -1.1913, 0.6394], [-0.2380, -2.8669, 1.8732], [-1.4129, -2.0244, 1.4474], [2.8494, 0.2774, 0.6863], [3.0452, 1.8027, 1.2422], [2.4790, 1.1822, 0.6629], [-2.0881, 1.3461, -3.3353], [-2.7406, 1.8166, -2.0584], [-1.9170, 1.3084, -2.2662]],
  "atomic_forces_ev_per_a": [[-0.21, -0.03, 0.24], [-0.24, 2.63, -1.17], [-2.67, -0.94, 1.65], [-0.74, 1.67, 0.18], [1.29, 0.94, -0.46], [-0.32, -0.69, -0.42], [0.25, -0.10, -0.13], [0.06, -1.25, 1.58], [0.46, -2.31, -0.72], [-0.37, -1.14, 0.52], [0.83, 0.26, -0.70], [1.39, -0.14, 0.23], [0.48, 0.85, -0.43], [0.27, 1.04, 0.36], [-1.14, -1.81, -1.43], [1.05, 0.77, 0.98], [1.21, -0.48, 3.69], [0.97, -0.50, 0.59], [-2.56, 1.25, -4.54]]
}

{
  "formula": "C55H67N4O2",
  "method": "the ωB97M-V functional and the def2-TZVPD basis",
  "total_charge": 1,
  "fmax_ev_per_a": 3.26,
  "relative_energy_kj_mol": 222.4,
  "lumo_energy_ev": -5.63,
  "gap_ev": 4.1,
  "species": ["C", "C", "C", "C", "C", "C", "C", "C", "C", "C", "C", "C", "C", "C", "N", "C", "C", "N", "C", "C", "C", "C", "C", "C", "C", "C", "C", "C", "C", "C", "C", "C", "C", "C", "C", "C", "C", "C", "N", "O", "O", "C", "C", "H", "H", "H", "H", "H", "H", "H", "H", "H", "H", "H", "H", "H", "H", "H", "H", "H", "H", "H", "H", "H", "H", "H", "H", "H", "H", "H", "H", "H", "H", "H", "H", "H", "H", "H", "H", "H", "H", "H", "H", "H", "H", "H", "H", "H", "H", "H", "H", "H", "H", "H", "C", "C", "N", "C", "C", "C", "C", "C", "C", "C", "C", "C", "C", "C", "C", "C", "C", "C", "H", "H", "H", "H", "H", "H", "H", "H", "H", "H", "H", "H", "H", "H", "H", "H"],
  "positions_angstrom": [[2.2803, 1.8118, -1.3815], [3.7519, 1.4552, -1.4588], [4.0361, 0.9231, -2.8761], [4.6195, 2.7029, -1.2589], [3.9720, 0.3687, -0.3777], [3.8593, -0.9698, -0.7771], [4.2853, -1.9955, 0.0561], [4.8261, -1.6832, 1.2969], [4.9056, -0.3668, 1.7556], [5.7835, -0.0754, 3.0058], [4.9350, 0.4455, 4.1601], [6.9229, 0.8941, 2.6505], [6.4737, -1.3352, 3.5353], [4.2118, 0.6330, 1.0015], [3.5612, 1.7501, 1.6636], [4.2527, 2.9547, 2.1261], [3.2557, 3.6452, 3.0122], [2.0108, 2.8873, 2.8663], [0.7812, 3.4422, 3.4296], [0.0540, 4.4493, 2.7218], [0.4330, 5.1430, 1.3700], [-0.8293, 5.5841, 0.6022], [1.1785, 4.2475, 0.4061], [1.2396, 6.4045, 1.6904], [-1.1045, 4.9801, 3.2986], [-1.6452, 4.4607, 4.4591], [-0.8948, 3.5488, 5.1886], [0.3702, 3.1232, 4.7696], [1.2243, 2.4267, 5.8818], [0.3775, 1.9880, 7.0909], [2.2547, 3.4191, 6.4211], [1.8557, 1.1369, 5.3976], [2.2294, 1.7762, 2.0509], [1.3723, 0.7249, 1.6887], [0.0067, 0.7053, 2.1841], [-1.0306, 1.5181, 1.6395], [-2.2429, 1.6461, 2.2883], [-2.3919, 1.0393, 3.5584], [-3.2567, 1.6558, 4.5048], [-3.1616, 1.3016, 5.7087], [-4.0233, 2.5731, 4.1254], [-1.4751, 0.0706, 4.0121], [-0.3135, -0.1321, 3.2939], [1.9999, 1.9844, -0.3416], [2.0280, 2.6938, -1.9875], [1.6692, 0.9649, -1.7118], [5.0394, 0.4827, -2.9401], [3.3009, 0.1739, -3.1952], [3.9813, 1.7508, -3.5986], [5.6530, 2.4307, -0.9992], [4.6425, 3.2897, -2.1894], [4.2125, 3.3577, -0.4820], [3.4572, -1.2259, -1.7589], [4.2526, -3.0275, -0.2878], [5.2121, -2.4973, 1.9082], [4.1975, -0.3094, 4.4619], [5.5674, 0.6699, 5.0347], [4.3963, 1.3572, 3.8994], [7.7289, 0.3328, 2.1571], [6.6216, 1.6860, 1.9606], [7.3349, 1.3460, 3.5654], [7.0337, -1.8526, 2.7504], [7.1924, -1.0570, 4.3190], [5.7564, -2.0339, 3.9816], [5.1811, 2.6978, 2.6485], [4.5430, 3.6029, 1.2868], [3.5835, 3.6263, 4.0592], [3.1077, 4.6979, 2.7469], [-1.2960, 6.4719, 1.0442], [-0.5660, 5.8537, -0.4298], [-1.5702, 4.7741, 0.5521], [2.1488, 3.9419, 0.7945], [0.5823, 3.3584, 0.1791], [1.3558, 4.7782, -0.5423], [2.1607, 6.1729, 2.2351], [1.5081, 6.9315, 0.7648], [0.6400, 7.0781, 2.3171], [-1.6385, 5.8069, 2.8305], [-2.6166, 4.7937, 4.8242], [-1.3011, 3.2334, 6.1492], [-0.4630, 1.3569, 6.7757], [1.0034, 1.3913, 7.7691], [0.0030, 2.8407, 7.6696], [2.8773, 3.8467, 5.6312], [1.7401, 4.2491, 6.9205], [2.9068, 2.9229, 7.1524], [2.3267, 1.2475, 4.4272], [2.6046, 0.7921, 6.1230], [1.0884, 0.3573, 5.3064], [1.9052, -0.2049, 1.4801], [-0.8643, 2.0471, 0.6993], [-3.0474, 2.2772, 1.9168], [-1.6960, -0.4589, 4.9407], [0.3906, -0.9168, 3.5902], [0.8738, -4.0107, -2.3752], [0.1119, -3.8783, -1.1187], [-0.6403, -4.9028, -0.6563], [-1.3614, -4.5344, 0.4814], [-1.0610, -3.1811, 0.7332], [-1.8152, -2.4891, 1.6762], [-2.7299, -3.1926, 2.4651], [-2.9630, -4.5681, 2.2460], [-2.3135, -5.2412, 1.2024], [-0.0798, -2.7455, -0.2529], [0.3339, -1.3913, -0.4043], [-0.4392, -0.5563, -1.3005], [-1.7185, -0.0605, -0.9623], [-2.3540, 0.8678, -1.7723], [-1.7904, 1.2451, -2.9972], [-2.4252, 2.3017, -3.8420], [-0.6270, 0.6014, -3.4399], [0.0075, -0.3254, -2.6335], [1.0210, -3.0138, -2.8030], [1.8658, -4.4487, -2.1935], [0.3401, -4.6402, -3.1119], [-0.6766, -5.8191, -1.0927], [-1.6473, -1.4180, 1.7711], [-3.2645, -2.6642, 3.2582], [-3.6693, -5.0939, 2.8901], [-2.5113, -6.2826, 0.9483], [1.3526, -1.1148, -0.1569], [-2.1843, -0.4150, -0.0406], [-3.3058, 1.3092, -1.4670], [-1.7149, 2.6662, -4.5891], [-3.2912, 1.9061, -4.3847], [-2.7880, 3.1469, -3.2408], [-0.2255, 0.8474, -4.4255], [0.8807, -0.8788, -3.0027]],
  "atomic_forces_ev_per_a": [[-0.53, 0.25, 0.12], [-0.53, -0.21, 0.06], [0.23, -0.11, -0.03], [0.16, 0.08, 0.16], [-0.41, 0.22, -0.01], [0.64, -0.25, 0.02], [-0.45, 0.11, 0.08], [0.47, -0.12, -0.30], [-0.22, -0.02, 0.28], [-0.46, -0.17, 0.17], [-0.19, 0.32, 0.38], [0.21, 0.03, -0.31], [0.09, -0.30, 0.07], [-0.25, -0.64, -0.09], [0.89, 0.93, -0.15], [0.86, 0.01, -0.60], [-0.27, 0.42, 0.83], [0.09, -0.35, -0.68], [-0.29, 0.40, 0.29], [0.13, 0.13, -0.24], [-0.24, -0.16, 0.27], [-0.25, 0.13, -0.12], [0.36, -0.04, -0.28], [0.07, 0.18, 0.08], [-0.31, -0.14, 0.13], [0.28, -0.01, 0.08], [-0.09, 0.39, 0.05], [-0.06, -0.33, 0.09], [-0.55, -0.27, -0.24], [-0.15, 0.09, 0.16], [0.14, 0.25, -0.08], [0.33, -0.42, -0.19], [-0.50, -0.90, -0.06], [1.00, 0.98, 0.51], [-1.28, -0.39, 0.72], [0.63, -0.68, 0.20], [-0.15, -0.05, 1.10], [1.47, -0.09, -1.03], [-2.25, 1.01, 2.13], [-0.22, 0.62, -2.41], [1.46, -1.89, 0.59], [-0.62, 0.38, -0.09], [-0.01, 0.19, -0.72], [0.01, 0.15, -0.41], [0.03, -0.20, 0.05], [0.22, 0.30, -0.04], [-0.18, 0.05, -0.07], [0.19, 0.12, 0.05], [-0.02, -0.21, 0.27], [-0.22, 0.14, -0.06], [-0.01, -0.18, 0.28], [0.11, -0.20, -0.20], [0.44, 0.19, 0.16], [-0.15, 0.14, 0.17], [0.03, 0.32, -0.23], [0.12, 0.18, -0.08], [-0.16, -0.11, -0.26], [0.07, -0.23, 0.21], [-0.14, 0.21, 0.08], [0.11, -0.10, 0.13], [-0.11, -0.12, -0.26], [-0.02, 0.05, 0.13], [-0.23, 0.01, -0.18], [0.13, 0.05, -0.08], [-0.40, 0.17, -0.02], [-0.07, -0.24, 0.19], [-0.07, -0.03, -0.32], [0.06, -0.33, -0.01], [0.01, -0.25, -0.14], [0.05, -0.05, 0.25], [0.11, 0.19, 0.05], [-0.09, -0.01, -0.24], [0.22, 0.13, 0.04], [-0.06, -0.11, 0.27], [-0.19, 0.17, -0.14], [-0.06, -0.08, 0.17], [0.20, -0.09, -0.14], [0.23, -0.41, 0.01], [0.30, -0.04, -0.06], [0.25, 0.07, -0.38], [0.08, 0.15, 0.12], [-0.07, 0.16, -0.20], [-0.02, -0.21, -0.09], [-0.10, -0.06, 0.31], [0.14, -0.10, -0.08], [-0.13, 0.11, -0.13], [0.08, -0.14, 0.12], [-0.11, 0.03, -0.15], [0.26, 0.21, 0.09], [-0.14, 0.23, 0.15], [0.01, -0.17, 0.37], [0.31, 0.04, 0.13], [0.22, 0.23, -0.25], [-0.16, 0.46, 0.00], [0.41, 0.12, -0.48], [0.19, 1.56, 1.70], [-0.44, -0.29, 0.53], [0.25, 0.24, -0.60], [-0.69, -0.22, -0.75], [-0.11, -0.05, 0.53], [0.34, 0.11, -0.28], [0.28, 0.07, -0.34], [-0.09, 0.04, 0.53], [-0.80, -2.25, 0.50], [0.19, -0.63, -2.51], [-1.12, 0.66, -0.20], [0.02, -0.44, 0.23], [0.10, -0.15, -0.23], [0.13, 0.01, 0.22], [-0.20, 0.27, -0.20], [-0.41, -0.25, 0.12], [0.98, 0.21, 0.76], [0.03, -0.34, -0.11], [-0.22, 0.05, -0.07], [0.25, 0.35, 0.36], [0.01, 0.41, 0.12], [-0.23, -0.31, 0.32], [0.09, -0.21, -0.32], [0.18, 0.12, -0.30], [-0.07, 0.24, 0.25], [0.33, 0.12, -0.50], [0.19, 0.41, -0.24], [0.30, -0.19, -0.02], [-0.15, 0.06, 0.12], [0.09, -0.01, 0.08], [0.17, -0.23, -0.14], [-0.11, -0.25, 0.28], [-0.21, 0.55, 0.18]]
}

{
  "formula": "C4H8OS2",
  "method": "the ωB97M-V functional and the def2-TZVPD basis",
  "fmax_ev_per_a": 1.70,
  "relative_energy_kj_mol": 34.1,
  "lumo_energy_ev": 0.56,
  "gap_ev": 9.7,
  "species": ["C", "S", "S", "C", "C", "C", "O", "H", "H", "H", "H", "H", "H", "H", "H"],
  "positions_angstrom": [[2.4092, -0.2317, -1.8140], [1.8610, 1.5116, -1.7596], [0.1980, 1.1430, -0.5359], [0.6521, 1.5375, 1.1827], [-0.3270, 1.0839, 2.2715], [-1.4329, 0.0685, 2.0596], [-0.1502, 1.4284, 3.4167], [3.3539, -0.3517, -2.3530], [2.5260, -0.5822, -0.7907], [1.6577, -0.7873, -2.3334], [1.5832, 1.0193, 1.3578], [0.8262, 2.5949, 1.2725], [-2.2258, 0.2653, 2.7587], [-1.9209, 0.2118, 1.0836], [-1.0727, -0.9737, 2.1213]],
  "atomic_forces_ev_per_a": [[0.53, 0.40, 0.12], [-0.47, -0.54, 0.95], [-0.40, 0.25, -0.65], [0.07, -0.25, -0.39], [-0.17, -1.02, 0.89], [-0.26, 0.25, -1.66], [0.47, 0.70, -0.39], [-0.08, 0.32, 0.09], [0.04, -0.10, -0.11], [-0.43, -0.45, -0.17], [0.35, -0.10, 0.39], [0.03, 0.41, 0.22], [0.02, -0.13, 0.70], [0.35, -0.28, -0.03], [-0.05, 0.54, 0.04]]
}